Molecular formula: C23H35NOP2Re
Method: DFT, ωB97M-V/def2-TZVPD

Geometry as XYZ:
```
63
C23H35NOP2Re | the OMol25 dataset | ωB97M-V/def2-TZVPD
Re 0.483 0.623 -0.015
P -0.653 1.746 -1.844
P 1.146 -0.336 2.018
N 2.121 0.665 -0.652
H 0.421 0.017 -1.475
C -0.860 3.552 -1.914
H -1.469 3.811 -2.792
H 0.124 4.021 -2.025
H -1.345 3.918 -1.003
C -2.279 1.102 -2.316
H -2.490 1.435 -3.339
H -3.053 1.485 -1.648
H -2.279 0.011 -2.295
C 0.292 1.429 -3.417
H -0.340 1.716 -4.271
H 0.524 0.358 -3.479
H 1.224 2.007 -3.415
C 1.745 0.693 3.382
H 2.259 0.032 4.097
H 0.887 1.206 3.830
H 2.443 1.436 2.987
C 0.088 -1.511 2.925
H 0.761 -2.204 3.457
H -0.543 -2.080 2.230
H -0.534 -0.949 3.636
C 2.614 -1.351 1.629
H 2.866 -1.878 2.558
H 3.447 -0.705 1.326
H 2.399 -2.074 0.834
C 3.293 0.668 -1.311
C 5.309 1.853 -1.951
C 4.083 1.853 -1.292
C 3.726 -0.507 -2.013
C 4.958 -0.471 -2.655
C 5.736 0.694 -2.623
H 5.918 2.761 -1.931
H 3.688 2.725 -0.746
H 3.068 -1.393 -1.999
H 5.295 -1.376 -3.180
H 6.712 0.696 -3.122
C -1.795 2.357 2.441
O -0.573 2.189 2.215
C -2.521 3.630 2.116
H -3.597 3.462 1.997
H -2.085 4.131 1.241
H -2.460 4.322 2.978
C -2.655 1.283 3.044
H -2.319 0.951 4.032
H -2.682 0.420 2.360
H -3.668 1.708 3.147
C -0.281 -1.173 -0.082
C -1.001 -2.228 -0.230
C -2.046 -3.157 -0.263
C -1.868 -4.416 0.374
C -2.904 -5.319 0.498
C -4.156 -5.031 -0.054
C -4.374 -3.793 -0.692
C -3.335 -2.879 -0.792
H -0.894 -4.637 0.796
H -2.747 -6.270 1.022
H -4.965 -5.748 0.025
H -5.355 -3.566 -1.099
H -3.508 -1.916 -1.260
```

- HOMO energy (alpha / beta) (eV) = -5.12 / -7.14
- charge = 0
- multiplicity = 4
- frontier orbital gap (alpha / beta) (eV) = 5.7 / 7.2
- E_LUMO (alpha / beta) (eV) = 0.56 / 0.06
- E (a.u.) = -1788.19566
- ⟨S²⟩ = 3.811